No. 1
ORCA calculation (ωB97M-V/def2-TZVPD) on a 4-piece molecular cluster, C19H26N2O6P2S overall at a distorted geometry.

Last column: Löwdin charge in e.
Element x y z (Å)
1 C -3.52 0.47 2.22  0.037
2 C -3.60 -0.47 1.15  -0.081
3 C -3.32 -1.78 0.15  -0.106
4 C -4.46 -2.97 0.03  0.016
5 C -4.09 -4.26 -0.96  -0.030
6 C -2.64 -4.29 -1.75  -0.001
7 C -1.49 -3.08 -1.62  -0.143
8 N -0.22 -3.30 -2.39  0.053
9 C 0.66 -2.10 -2.16  -0.514
10 S 2.34 -2.10 -3.05  0.609
11 C 0.33 -0.79 -1.25  -0.437
12 P 1.58 0.69 -1.12  0.816
13 P 0.71 2.23 -2.44  0.516
14 O 1.83 3.05 -3.22  -0.415
15 O -0.33 1.37 -3.59  -0.264
16 O -0.38 3.27 -1.52  -0.274
17 N -0.95 -0.66 -0.47  0.043
18 C -1.88 -1.83 -0.66  -0.115
19 H -3.43 1.09 3.23  0.056
20 H -5.46 -2.89 0.63  0.060
21 H -4.92 -5.10 -1.06  0.093
22 H -2.39 -5.22 -2.44  0.095
23 H 3.35 -2.43 -2.09  -0.100
24 H 1.54 1.20 0.24  -0.073
25 H -1.02 0.84 -3.10  0.056
26 H -1.22 2.71 -1.41  0.068
27 C 3.46 0.55 4.22  -0.027
28 C 3.47 0.60 2.72  -0.485
29 C 4.64 1.27 2.05  -0.025
30 O 2.55 0.11 2.06  0.005
31 H 2.55 0.03 4.56  0.085
32 H 4.33 0.00 4.58  0.087
33 H 3.46 1.56 4.63  0.086
34 H 5.56 0.75 2.32  0.091
35 H 4.69 2.32 2.36  0.089
36 H 4.51 1.23 0.97  0.068
37 C 8.90 2.20 -1.04  -0.029
38 C 7.40 2.27 -0.96  -0.490
39 C 6.74 3.59 -1.25  -0.023
40 O 6.73 1.28 -0.68  0.041
41 H 9.23 1.18 -0.81  0.084
42 H 9.23 2.46 -2.05  0.086
43 H 9.34 2.89 -0.31  0.085
44 H 6.98 3.91 -2.27  0.088
45 H 7.09 4.34 -0.53  0.085
46 H 5.66 3.49 -1.16  0.085
47 C -8.30 -0.93 2.22  -0.017
48 C -7.94 -1.41 0.84  -0.453
49 C -8.63 -0.76 -0.33  -0.016
50 O -7.10 -2.29 0.67  0.001
51 H -7.72 -1.49 2.96  0.088
52 H -8.07 0.13 2.32  0.090
53 H -9.36 -1.11 2.40  0.088
54 H -8.42 0.31 -0.34  0.091
55 H -9.71 -0.93 -0.25  0.088
56 H -8.27 -1.21 -1.26  0.088

- largest force on an atom (Eh/bohr) = 0.1907
- E_LUMO (eV) = -1.61
- E (eV) = -64787.5112
- Kohn-Sham gap (Eh) = 0.2440
- E_HOMO (Ha) = -0.30318

=====

No. 2
ORCA calculation (ωB97M-V/def2-TZVPD) on one molecule with the formula C19H26N4O3 at a distorted geometry.

Last column: Löwdin charge in e.
Element x y z (Å)
1 C -5.30 -2.96 1.10  0.009
2 C -4.28 -1.96 0.61  -0.485
3 O -3.12 -2.27 0.39  0.037
4 N -4.80 -0.72 0.45  0.134
5 C -4.31 0.51 -0.06  -0.145
6 C -5.30 1.37 -0.54  -0.038
7 C -5.01 2.62 -1.03  -0.091
8 C -3.69 3.05 -1.04  -0.076
9 C -2.70 2.22 -0.56  0.000
10 C -2.98 0.95 -0.06  -0.141
11 N -1.96 0.13 0.41  0.144
12 C -0.70 0.47 0.77  -0.457
13 O -0.25 1.60 0.81  0.077
14 C 0.15 -0.75 1.13  -0.040
15 C 0.81 -1.22 -0.14  -0.313
16 C -0.01 -1.99 -1.13  -0.014
17 N 2.03 -0.88 -0.28  0.078
18 N 2.73 -1.17 -1.39  0.079
19 C 4.04 -0.80 -1.59  -0.439
20 O 4.57 -1.13 -2.63  0.068
21 C 4.73 0.00 -0.51  -0.237
22 C 4.04 1.35 -0.29  -0.159
23 C 4.80 2.15 0.76  -0.199
24 C 4.89 1.38 2.07  -0.207
25 C 5.58 0.04 1.84  -0.201
26 C 4.82 -0.78 0.80  -0.163
27 H -4.81 -3.92 1.25  0.087
28 H -6.09 -3.08 0.37  0.089
29 H -5.73 -2.63 2.04  0.088
30 H -5.80 -0.67 0.61  0.138
31 H -6.33 1.03 -0.53  0.110
32 H -5.80 3.26 -1.40  0.102
33 H -3.44 4.03 -1.41  0.106
34 H -1.67 2.56 -0.55  0.105
35 H -2.21 -0.86 0.45  0.073
36 H 0.92 -0.44 1.83  0.123
37 H -0.47 -1.54 1.56  0.120
38 H -0.93 -2.36 -0.68  0.057
39 H -0.27 -1.36 -1.98  0.097
40 H 0.55 -2.85 -1.51  0.082
41 H 2.31 -1.69 -2.16  0.149
42 H 5.74 0.18 -0.88  0.152
43 H 3.02 1.18 0.06  0.100
44 H 3.99 1.90 -1.23  0.122
45 H 4.30 3.11 0.92  0.109
46 H 5.81 2.37 0.39  0.113
47 H 5.45 1.96 2.81  0.106
48 H 3.89 1.21 2.46  0.113
49 H 5.63 -0.52 2.78  0.107
50 H 6.60 0.20 1.50  0.113
51 H 3.81 -0.99 1.17  0.098
52 H 5.32 -1.73 0.63  0.120

- largest force on an atom (Eh/bohr) = 0.0284
- ΔE to the lowest compared entry with this formula, charge and spin (eV) = 1.381
- E_LUMO (eV) = 0.32
- E (eV) = -32229.1810
- Kohn-Sham gap (Eh) = 0.3263
- E_HOMO (Ha) = -0.31452

=====

No. 3
ORCA calculation (ωB97M-V/def2-TZVPD) on one molecule with the formula C19H26N4O3.

Last column: Löwdin charge in e.
Element x y z (Å)
1 C 5.92 1.26 -0.98  -0.085
2 C 4.53 0.95 -0.44  -0.263
3 N 4.10 -0.39 -0.79  -0.206
4 C 4.84 -1.49 -0.21  -0.239
5 C 4.72 -1.72 1.30  -0.076
6 C 2.68 -0.56 -0.92  -0.171
7 C 1.81 -0.22 0.32  -0.148
8 N 0.42 -0.38 0.02  0.048
9 C -0.33 -1.39 0.40  -0.001
10 C -1.65 -1.56 0.03  -0.060
11 C -2.37 -2.69 0.58  -0.439
12 O -1.91 -3.54 1.31  0.065
13 N -3.70 -2.75 0.19  0.210
14 C -4.40 -1.83 -0.55  -0.481
15 O -5.59 -1.93 -0.74  0.096
16 N -3.65 -0.79 -1.06  0.061
17 C -4.38 0.28 -1.74  -0.104
18 C -4.96 1.26 -0.70  -0.106
19 C -3.86 1.73 0.20  -0.241
20 C -3.06 2.81 -0.16  -0.045
21 C -1.97 3.16 0.62  -0.084
22 C -1.66 2.43 1.76  -0.097
23 C -2.46 1.37 2.13  -0.080
24 C -3.56 1.02 1.36  -0.050
25 C -2.30 -0.62 -0.85  -0.368
26 O -1.70 0.31 -1.40  0.056
27 H 6.69 0.73 -0.43  0.063
28 H 6.11 2.33 -0.88  0.070
29 H 5.98 0.98 -2.02  0.080
30 H 3.82 1.64 -0.90  0.117
31 H 4.51 1.13 0.65  0.109
32 H 4.54 -2.40 -0.73  0.116
33 H 5.90 -1.32 -0.45  0.103
34 H 4.88 -0.79 1.85  0.066
35 H 5.48 -2.43 1.62  0.072
36 H 3.75 -2.12 1.57  0.056
37 H 2.34 0.08 -1.74  0.124
38 H 2.48 -1.60 -1.20  0.125
39 H 2.07 -0.87 1.16  0.108
40 H 1.99 0.82 0.61  0.122
41 H -0.04 0.26 -0.64  0.128
42 H 0.10 -2.12 1.08  0.150
43 H -4.25 -3.52 0.56  0.170
44 H -3.67 0.79 -2.39  0.126
45 H -5.18 -0.17 -2.32  0.128
46 H -5.74 0.74 -0.13  0.117
47 H -5.41 2.09 -1.24  0.120
48 H -3.28 3.36 -1.05  0.117
49 H -1.35 3.99 0.33  0.101
50 H -0.80 2.70 2.36  0.098
51 H -2.23 0.80 3.02  0.105
52 H -4.18 0.19 1.66  0.119

- largest force on an atom (Eh/bohr) = 0.0145
- ΔE to the lowest compared entry with this formula, charge and spin (eV) = 0.560
- E_LUMO (eV) = 0.47
- E (eV) = -32230.0021
- Kohn-Sham gap (Eh) = 0.3233
- E_HOMO (Ha) = -0.30601

=====

No. 4
ORCA calculation (ωB97M-V/def2-TZVPD) on a 2-piece molecular cluster, C19H26N5O5 overall at a distorted geometry.

Last column: Löwdin charge in e.
Element x y z (Å)
1 C 4.10 0.97 -1.92  -0.107
2 N 2.65 0.85 -1.73  -0.101
3 C 2.23 1.48 -0.48  -0.161
4 C 0.75 1.53 -0.35  -0.099
5 C -0.09 2.53 -0.66  -0.190
6 C 0.21 3.87 -1.26  -0.052
7 C -0.23 3.98 -2.73  -0.409
8 C -1.08 2.92 -3.36  -0.039
9 N 0.10 4.98 -3.44  0.133
10 N -1.37 2.12 -0.34  0.200
11 C -1.31 0.88 0.16  -0.195
12 C -2.50 0.12 0.66  -0.031
13 C -3.26 -0.63 -0.46  -0.202
14 O -3.18 -0.01 -1.74  -0.072
15 N -0.05 0.50 0.14  0.088
16 C 0.37 -0.82 0.60  -0.029
17 C 0.81 -1.68 -0.57  -0.395
18 C -0.17 -1.98 -1.67  -0.012
19 N 2.00 -2.09 -0.57  0.171
20 H 4.51 0.09 -2.40  0.075
21 H 4.56 1.06 -0.93  0.079
22 H 4.35 1.89 -2.46  0.075
23 H 2.18 1.31 -2.51  0.097
24 H 2.60 2.51 -0.45  0.117
25 H 2.64 0.90 0.35  0.132
26 H -0.23 4.67 -0.68  0.131
27 H 1.29 3.95 -1.29  0.115
28 H -2.10 2.95 -2.97  0.077
29 H -1.14 3.09 -4.43  0.082
30 H -0.69 1.91 -3.19  0.082
31 H 0.67 5.63 -2.91  0.056
32 H -2.19 2.68 -0.44  0.175
33 H -3.14 0.86 1.14  0.131
34 H -2.16 -0.60 1.39  0.126
35 H -4.30 -0.70 -0.16  0.125
36 H -2.84 -1.63 -0.53  0.119
37 H -3.44 0.90 -1.65  0.067
38 H 1.23 -0.77 1.26  0.140
39 H -0.49 -1.32 1.04  0.111
40 H -0.98 -1.25 -1.75  0.047
41 H 0.37 -1.93 -2.62  0.078
42 H -0.57 -2.99 -1.57  0.098
43 H 2.17 -2.65 -1.40  0.062
44 C -0.92 -2.95 5.23  -0.041
45 C -1.65 -3.02 4.04  -0.446
46 C -0.85 -3.49 2.80  -0.434
47 O -1.46 -3.63 1.70  -0.102
48 C 0.53 -3.71 2.91  -0.050
49 C 1.28 -3.63 4.11  -0.413
50 C 0.46 -3.26 5.39  -0.410
51 O 1.02 -3.23 6.49  -0.040
52 O 2.50 -3.82 4.21  -0.036
53 O -2.86 -2.73 3.89  -0.093
54 H -1.42 -2.63 6.14  0.086
55 H 1.04 -3.97 1.99  0.083

- largest force on an atom (Eh/bohr) = 0.0242
- ΔE to the lowest compared entry with this formula, charge and spin (eV) = 0.000
- E_LUMO (eV) = 0.86
- total charge = -1
- E (eV) = -37810.4656
- Kohn-Sham gap (Eh) = 0.1101
- E_HOMO (Ha) = -0.07835

=====

Which value of E does entry 4 give?
-37810.4656 eV

=====

Among the records above, which one has the lowest E_LUMO?
C19H26N2O6P2S